The following is a DFT calculation (wB97M-V/def2-TZVPD) of the molecule C21H24FN3OS.

Positions of all 51 atoms, in Å:
C -2.243807 3.791134 -1.925885
C -2.109815 2.504571 -1.190509
C -1.244905 1.487853 -1.409240
C -1.403014 0.395539 -0.507574
C -0.552704 -0.779829 -0.523672
N -1.008369 -1.983418 -0.230320
N 0.027977 -2.823030 -0.301550
C -0.116182 -4.184097 -0.044412
C 0.958349 -4.939456 0.423279
C 0.819851 -6.289983 0.679873
C -0.399087 -6.917833 0.486507
C -1.480577 -6.186925 0.028163
C -1.336703 -4.837744 -0.236173
F -2.401787 -4.171795 -0.709128
C 1.170896 -2.159691 -0.628026
C 0.847119 -0.838048 -0.790992
C 1.782042 0.280499 -1.114676
N 1.430839 1.485570 -0.391356
C 1.562326 1.344003 1.044048
C 0.922061 2.537823 1.740306
C 1.588816 3.832064 1.284535
O 0.925136 4.912714 1.905377
C 1.516307 3.906850 -0.241477
C 2.136797 2.657467 -0.858194
C -2.414530 0.597395 0.389824
C -2.896476 -0.291906 1.476748
S -3.158504 2.146598 0.151602
H -2.142525 4.636549 -1.245291
H -1.476532 3.860842 -2.693882
H -3.222212 3.864204 -2.401175
H -0.521005 1.493715 -2.201729
H 1.906065 -4.455566 0.599687
H 1.667458 -6.851744 1.040851
H -0.509256 -7.970970 0.691332
H -2.441805 -6.647135 -0.137469
H 2.108070 -2.662449 -0.753898
H 2.818583 -0.048610 -0.903112
H 1.724824 0.504419 -2.186630
H 1.052682 0.428620 1.350782
H 2.626026 1.262910 1.343664
H 1.008238 2.440123 2.822365
H -0.135183 2.586607 1.480560
H 2.649486 3.823650 1.595310
H 1.268958 5.737554 1.545710
H 2.035576 4.797040 -0.607012
H 0.467507 3.963583 -0.534879
H 2.050875 2.707929 -1.947159
H 3.214476 2.614852 -0.603797
H -2.264530 -1.173977 1.529073
H -2.891009 0.228844 2.434364
H -3.916822 -0.617315 1.275259

Cartesian forces, eV/Å:
-0.1 0.0 0.0
-0.2 -0.1 0.2
-0.4 0.2 0.0
-0.6 0.2 0.3
0.7 -0.5 -0.1
-0.7 0.1 0.1
0.5 0.7 -0.3
-0.3 -0.7 0.2
-0.2 0.1 -0.1
0.0 -0.1 0.0
0.0 0.0 0.0
0.0 0.1 0.0
0.0 0.1 -0.1
0.1 -0.2 0.0
-0.1 0.3 -0.1
0.0 -0.3 0.1
0.1 0.0 -0.1
0.4 -0.1 0.0
-0.2 0.1 0.2
0.3 0.2 0.0
0.1 -0.4 -0.3
-0.2 0.3 0.1
0.2 -0.1 0.2
-0.1 0.2 -0.1
0.0 0.3 -0.2
0.0 0.0 0.1
0.5 -0.3 -0.3
0.0 0.1 0.0
0.0 0.0 -0.1
0.0 0.1 -0.1
0.2 0.1 -0.2
0.1 0.1 0.0
0.1 0.0 0.0
0.0 -0.1 0.0
-0.1 0.0 0.0
0.2 -0.1 0.0
-0.1 0.1 -0.1
0.1 0.0 0.1
0.1 0.0 0.0
0.0 -0.1 0.0
0.0 0.0 0.1
-0.1 0.0 0.0
-0.1 -0.1 -0.1
0.0 -0.1 0.0
0.0 0.0 0.0
-0.1 0.0 0.0
0.1 0.0 0.0
0.0 0.0 -0.1
-0.1 0.0 0.1
0.0 0.0 0.1
0.0 -0.1 0.0

The structure (SMILES) is Cc1cc(-c2nn(-c3ccccc3F)cc2CN2CCC(O)CC2)c(C)s1. The gap between HOMO and LUMO is 8.5 eV. The calculation puts the HOMO energy at -7.80 eV. For the total energy, the calculation gives -1552.1754 Eh. The value obtained for the energy above the lowest of the compared OMol25 structures with the same formula, charge and spin is 1.875 eV. As for the net charge: 0.

---

The following is a DFT calculation (wB97M-V/def2-TZVPD) of a cluster of 2 separate species, C9H14O in total.

Positions of all 24 atoms, in Å:
C -0.712287 1.627260 -1.608494
C 0.771132 1.364154 -1.872054
H -1.214468 1.744004 -2.568046
H -1.264060 0.795472 -1.173688
H -0.788210 2.480362 -0.937795
H 1.170110 1.818882 -2.782380
H 0.934060 0.313506 -2.143252
H 1.401587 1.735579 -1.070540
C 2.361725 -0.332288 1.376767
C -0.157307 0.083662 1.798730
C 0.923666 -0.668040 1.241616
C -1.451736 -0.079562 1.404012
C -1.718304 -1.035602 0.376679
C 0.561030 -1.686594 0.313945
C -0.705663 -1.854260 -0.130682
O -2.920452 -1.214556 -0.125393
H 0.059460 0.750912 2.624820
H -2.256664 0.508226 1.816501
H 2.936614 -1.224812 1.128416
H 2.632035 -0.018201 2.383287
H 1.295968 -2.468553 0.159544
H -3.524723 -0.451197 -0.021667
H -0.988737 -2.618348 -0.842416
H 2.655234 0.429994 0.652085

Cartesian forces, eV/Å:
0.3 0.0 -0.6
0.1 -0.7 -0.7
-0.2 0.6 0.1
0.4 -0.2 0.3
-0.5 0.2 -0.3
-0.4 0.6 0.1
0.2 -0.1 0.7
0.2 -0.4 0.2
0.0 -0.8 0.6
0.2 0.1 0.8
-0.8 0.5 -1.0
0.6 -0.2 -0.3
-1.0 0.9 0.1
0.3 -1.0 0.8
0.3 -0.7 -0.2
0.0 0.4 -0.3
0.0 0.2 -0.2
-0.1 0.0 0.1
0.1 0.1 0.0
0.0 0.2 0.0
0.2 0.3 -0.7
0.2 -0.4 0.4
0.1 -0.1 0.0
-0.2 0.2 0.0

The gap between HOMO and LUMO (alpha / beta) is 10.1 / 7.1 eV. The calculation puts the HOMO energy (alpha / beta) at -13.96 / -14.61 eV. The spin multiplicity is 2. For the total energy, the calculation gives -426.2606 Eh. The value obtained for the energy above the lowest of the compared OMol25 structures with the same formula, charge and spin is 0.427 eV. As for the net charge: +1.

---

The following is a DFT calculation (wB97M-V/def2-TZVPD) of a structure of composition C17H52B2F3N4O8SV.

Positions of all 88 atoms, in Å:
O 0.679144 0.872087 0.046309
V 1.628235 -0.280939 -0.505631
B 1.699747 0.042846 -2.862116
H 1.921397 0.080148 -4.039062
H 2.075215 -1.008039 -2.477333
H 2.297028 0.891497 -2.305391
H 0.580765 0.235839 -2.522263
B 3.798438 -2.054677 -0.608517
H 4.062740 -3.220173 -0.789832
H 4.027067 -1.452867 -1.627370
H 2.610825 -1.908489 -0.468380
H 4.404339 -1.501265 0.278712
C 4.772137 2.795644 0.959294
F 5.960783 3.372541 1.061668
F 4.481762 2.166695 2.102055
F 3.871588 3.799440 0.854246
S 4.612788 1.694081 -0.524502
O 4.632186 2.629510 -1.609501
O 5.706977 0.795578 -0.414681
O 3.266315 1.135339 -0.303143
C -4.156246 1.774416 -1.315001
C -3.585090 0.394084 -1.050152
C -4.271733 -0.681917 -1.862288
O -5.359044 -1.218846 -1.140272
C -5.877750 -2.384421 -1.713410
N -2.126410 0.340588 -1.294679
H -5.221685 1.835453 -1.066497
H -4.112467 2.031264 -2.377860
H -3.644127 2.521957 -0.709757
H -3.709353 0.203730 0.019237
H -3.608292 -1.481708 -2.214788
H -4.647801 -0.225951 -2.797875
H -5.191475 -3.233795 -1.635314
H -6.255438 -2.198548 -2.726533
H -6.763727 -2.658689 -1.130937
H -1.714108 1.264478 -1.163474
H -1.944185 0.261487 -2.299603
C 0.697020 -4.115123 -1.243748
C 0.158336 -2.835916 -1.914548
C -1.173265 -3.067715 -2.608274
O -1.147739 -4.266355 -3.330639
C -2.285627 -4.420003 -4.127147
N 0.056575 -1.748360 -0.918876
H -0.089271 -4.586446 -0.644612
H 1.553204 -3.839333 -0.633280
H 0.996037 -4.798362 -2.034117
H 0.899252 -2.583240 -2.668881
H -1.302715 -2.237005 -3.330154
H -2.029372 -2.980682 -1.916459
H -2.332084 -5.432272 -4.529556
H -2.278512 -3.755719 -5.003149
H -3.194237 -4.241095 -3.535661
H -0.435898 -2.166982 -0.123349
H -0.738816 -1.159780 -1.211102
C -3.461652 3.735326 1.967940
C -2.072222 3.241851 1.628019
C -1.260189 4.270402 0.858155
O 0.000709 3.731330 0.627426
C 0.844568 4.363297 -0.318662
N -1.402226 2.813076 2.878044
H -3.837749 4.461889 1.242983
H -3.505507 4.250175 2.935448
H -4.184517 2.928397 2.099596
H -2.109563 2.330712 1.026282
H -1.306524 5.272213 1.321686
H -1.736789 4.434442 -0.131485
H 1.203922 5.299382 0.125622
H 0.347073 4.536739 -1.277178
H 1.691096 3.689652 -0.425873
H -0.402036 2.800335 2.701834
H -1.531512 3.540244 3.576551
C 1.760971 0.966321 2.992057
C 2.562055 -0.221612 2.476213
C 3.152014 -1.026763 3.626611
O 2.126892 -1.705601 4.308058
C 2.506617 -2.106142 5.596847
N 1.731732 -1.070595 1.593379
H 0.856199 0.600953 3.489878
H 1.496375 1.648763 2.187412
H 2.325981 1.509941 3.751181
H 3.413255 0.182555 1.941185
H 3.661151 -0.299183 4.277020
H 3.958855 -1.678833 3.262941
H 3.413639 -2.720948 5.608458
H 1.690033 -2.659646 6.058466
H 2.697093 -1.234416 6.240300
H 2.201881 -1.977672 1.599947
H 0.914944 -1.300570 2.161856

Cartesian forces, eV/Å:
0.4 -1.4 -0.5
-0.2 1.8 -0.1
-0.1 0.4 -0.3
-0.2 0.0 -0.1
0.2 -0.8 0.5
0.5 0.6 0.2
-1.2 -0.1 -0.2
1.0 0.5 -0.6
-0.3 -0.3 0.3
0.2 0.0 -0.1
-0.8 -0.5 0.3
-0.1 -0.2 0.4
-1.0 0.4 -0.6
0.5 -0.2 0.1
0.4 -0.2 0.4
0.0 0.0 0.1
-0.5 0.4 -0.3
0.1 0.3 -0.2
0.5 -0.5 0.3
0.2 -0.4 0.8
-0.7 0.2 -0.2
0.8 0.3 0.3
-0.5 0.0 -0.7
0.2 0.1 0.3
-0.9 0.0 0.4
-0.1 0.4 -1.0
0.1 -0.2 0.2
0.4 0.1 0.0
0.1 0.1 -0.1
-0.2 -0.3 -0.1
0.2 0.0 0.5
0.0 0.0 0.1
0.2 0.1 -0.4
0.4 -0.2 -0.2
0.1 0.1 0.1
0.1 -0.2 0.7
-0.2 -0.3 0.0
-0.6 0.6 -0.3
0.8 -1.2 0.3
0.1 1.2 -0.6
0.1 -0.4 0.2
-0.4 0.0 -0.3
-1.5 -0.1 0.0
0.1 -0.1 0.1
0.1 -0.2 0.0
0.1 -0.2 0.2
-0.1 0.4 0.0
-0.1 0.0 0.2
0.1 -0.5 0.1
0.2 -0.1 0.2
0.0 0.2 0.2
0.0 0.0 -0.1
0.7 -0.1 0.4
0.6 0.6 -0.1
-0.6 0.3 0.3
0.5 -0.3 0.9
-0.7 0.2 -1.4
0.1 -0.2 0.5
0.1 0.0 0.8
0.0 0.4 -0.1
-0.1 -0.2 -0.2
0.4 0.1 -0.1
0.1 -0.1 -0.3
-0.1 0.1 -0.2
0.5 -0.2 0.4
-0.2 -0.1 0.1
0.0 0.2 -0.4
0.0 0.0 0.0
0.0 0.0 -0.3
0.0 -0.3 -0.1
0.0 0.0 0.0
-0.3 -0.2 0.3
0.3 0.6 0.6
0.5 0.8 -0.3
-0.1 -0.3 0.1
0.0 0.2 0.5
0.5 -0.6 0.6
-0.1 0.1 -0.1
0.0 -0.1 0.0
0.1 0.0 -0.1
0.0 -0.3 -0.4
-0.2 -0.1 0.2
-0.3 -0.4 0.0
0.0 -0.1 -0.2
0.0 -0.1 -0.2
0.0 0.0 -0.1
0.2 0.1 -0.7
-0.4 0.5 -0.4

The gap between HOMO and LUMO (alpha / beta) is 8.0 / 8.0 eV. The calculation puts the HOMO energy (alpha / beta) at -5.88 / -5.88 eV. The spin multiplicity is 2. For the total energy, the calculation gives -3191.3185 Eh. The value obtained for the energy above the lowest of the compared OMol25 structures with the same formula, charge and spin is 0.000 eV. As for the net charge: -1.

---

The following is a DFT calculation (wB97M-V/def2-TZVPD) of a cluster of 2 separate species, C2H7OPS2 in total.

Positions of all 13 atoms, in Å:
C 1.766755 -1.494122 0.320051
C 0.421155 -0.836247 0.386860
O 0.520029 1.574265 -0.902823
P 0.044761 0.065027 -1.320202
S -3.100243 -0.419773 0.071994
S -2.736930 0.706508 -1.620474
H 1.816892 -2.120245 1.193746
H 1.882371 -2.087111 -0.571544
H 2.579157 -0.698778 0.189879
H 0.483523 -0.303759 1.287969
H -0.499045 -1.569174 0.625341
H 1.057657 2.040450 -1.565841
H -2.598898 -0.113892 -2.611966

Cartesian forces, eV/Å:
0.9 0.9 -1.5
-3.3 -1.2 -1.4
0.5 0.0 -0.1
0.3 -0.1 1.4
-0.4 0.5 -1.1
1.0 0.1 2.8
0.8 -0.1 0.3
0.0 -0.7 -0.3
-0.9 -1.1 0.8
-0.5 1.9 0.8
2.1 1.3 -1.0
-0.5 -0.2 0.1
0.0 -1.3 -1.1

The gap between HOMO and LUMO (alpha / beta) is 5.5 / 6.9 eV. The calculation puts the HOMO energy (alpha / beta) at -7.18 / -7.85 eV. For the total energy, the calculation gives -1293.2779 Eh. The value obtained for the energy above the lowest of the compared OMol25 structures with the same formula, charge and spin is 3.642 eV. As for the net charge: 0.

---

The following is a DFT calculation (wB97M-V/def2-TZVPD) of the molecule C4H10N2.

Positions of all 16 atoms, in Å:
C 2.111840 0.062050 -0.125867
N 1.350715 0.892464 -0.632910
C 0.113235 1.481741 0.376535
N -1.196841 0.922460 0.462062
C -0.870887 -0.504413 0.567144
C -0.933873 -1.236857 -0.770000
H 2.933012 -0.424276 -0.636088
H 1.818145 -0.413035 0.904754
H 0.551567 1.574796 1.379707
H 0.087575 2.457379 -0.105262
H -1.723608 1.099052 -0.387351
H -1.571926 -0.943366 1.283514
H 0.176326 -0.730170 1.016373
H -1.954476 -1.234732 -1.159882
H -0.586995 -2.264748 -0.664764
H -0.303810 -0.738344 -1.507967

Cartesian forces, eV/Å:
-0.7 -2.0 2.7
-2.6 1.5 0.4
2.0 1.8 -1.5
2.2 -0.9 -0.5
-0.1 -1.9 1.0
-0.1 0.2 0.0
0.3 0.3 -0.3
1.2 0.8 -1.3
0.1 -0.3 -0.3
-0.2 0.2 0.4
0.1 -0.1 0.0
0.0 -0.3 -0.1
-2.1 0.9 -0.6
0.0 -0.1 0.0
-0.1 -0.1 0.0
0.0 0.0 0.0

The structure (SMILES) is C=NCNCC. The gap between HOMO and LUMO is 10.0 eV. The calculation puts the HOMO energy at -8.84 eV. For the total energy, the calculation gives -267.8280 Eh. The value obtained for the energy above the lowest of the compared OMol25 structures with the same formula, charge and spin is 2.648 eV. As for the net charge: 0.

---

The following is a DFT calculation (wB97M-V/def2-TZVPD) of a structure of composition C26H42AuN4SSi3Te.

Positions of all 78 atoms, in Å:
Au 1.626508 -0.234752 -1.472577
S -0.293225 1.207271 -1.325235
C -1.695037 0.060630 -1.503243
N -2.742847 0.633582 -2.020722
N -3.755648 -0.111477 -2.357776
C -5.047172 0.395961 -2.626992
C -5.348342 1.745728 -2.527162
C -6.645096 2.169609 -2.772269
C -7.635380 1.258628 -3.112677
C -7.320696 -0.088196 -3.218645
C -6.026861 -0.522458 -2.980946
N -1.681584 -1.281331 -1.181118
N -0.650376 -1.712906 -0.648963
C -0.627446 -3.069815 -0.257075
C -1.761493 -3.884060 -0.172296
C -1.631222 -5.181460 0.279727
C -0.376910 -5.679981 0.627899
C 0.748159 -4.875406 0.524799
C 0.624321 -3.564216 0.093874
H -3.645310 -1.115778 -2.276735
H -4.570722 2.450103 -2.270745
H -6.885937 3.221792 -2.695666
H -8.646461 1.598311 -3.293249
H -8.083085 -0.806641 -3.488986
H -5.775349 -1.574515 -3.064701
H -2.729740 -3.478212 -0.431722
H -2.508637 -5.807794 0.372912
H -0.281089 -6.699617 0.977716
H 1.725241 -5.269441 0.771080
H 1.496742 -2.930775 -0.028866
C 3.061527 0.405620 3.281971
Si 2.083393 1.992903 3.332863
C 2.999573 3.466074 3.982985
C 0.537353 1.730245 4.357153
C 1.632897 2.319976 1.490373
Te 0.180925 0.858510 1.047664
C -1.452159 2.146594 1.534162
Si -1.635577 3.924599 0.785964
C -1.578077 5.001535 2.304269
C -3.266026 3.882802 -0.095459
C -0.397872 4.581993 -0.454684
H 3.146619 -0.040040 4.275489
H 4.074930 0.578007 2.912134
H 2.595956 -0.337627 2.629025
H 3.281323 3.305100 5.027037
H 2.377923 4.363729 3.941592
H 3.914856 3.656725 3.418081
H 0.839000 1.504270 5.382773
H -0.077610 0.889203 4.021651
H -0.090960 2.623862 4.395118
H 2.511835 2.150105 0.866524
H 1.215252 3.306621 1.320533
H -1.470287 2.219840 2.621176
H -2.324808 1.559197 1.233268
H -2.273674 4.663151 3.076785
H -1.842615 6.034373 2.059717
H -0.572664 5.017951 2.737006
H -4.105845 3.690879 0.576769
H -3.232334 3.096670 -0.852882
H -3.452809 4.831315 -0.605906
H 0.658730 4.449934 -0.225866
H -0.579205 5.659901 -0.511438
H -0.575777 4.171909 -1.450346
C 5.583431 -4.229760 -3.476966
Si 5.435895 -3.486761 -1.781619
C 5.056936 -4.843367 -0.551966
C 6.981188 -2.558927 -1.316574
C 4.038048 -2.297210 -1.639913
C 3.145163 -1.476490 -1.527354
H 6.421632 -4.931609 -3.482474
H 5.769809 -3.478916 -4.246945
H 4.682413 -4.783071 -3.749041
H 5.815435 -5.630391 -0.593503
H 4.088152 -5.295610 -0.776702
H 5.032018 -4.452873 0.467894
H 7.860312 -3.206496 -1.376153
H 6.910396 -2.175397 -0.296720
H 7.140074 -1.711833 -1.987109

Cartesian forces, eV/Å:
-0.2 0.2 -0.2
0.0 -0.9 0.0
0.2 0.9 -0.3
0.0 -0.1 0.3
0.0 -0.1 0.0
0.1 0.0 -0.1
0.1 0.1 0.0
0.0 0.0 0.0
0.0 0.0 0.0
0.0 0.0 0.0
0.0 -0.1 0.0
-0.4 -0.2 -0.2
0.3 -0.1 0.2
-0.1 -0.1 0.1
0.0 0.2 0.0
0.0 0.0 0.0
0.0 0.0 0.0
0.0 0.0 0.0
0.1 0.1 -0.1
-0.1 0.0 0.1
-0.1 0.0 0.0
0.0 0.0 0.0
0.0 0.0 0.0
0.0 0.0 0.0
0.0 0.0 0.0
0.0 0.0 0.0
0.0 0.0 0.0
0.0 0.0 0.0
0.0 0.0 0.0
0.0 0.0 0.1
0.1 0.1 0.1
0.2 -0.1 0.1
0.1 0.1 0.0
-0.1 0.0 -0.1
0.0 -0.3 0.3
-0.5 0.7 0.0
0.1 -0.2 -0.2
0.1 0.0 0.1
-0.1 0.2 0.1
-0.2 0.1 0.1
0.1 -0.2 -0.1
0.0 0.0 0.0
0.0 0.0 0.0
0.0 0.0 0.0
0.0 0.0 0.0
0.0 0.0 0.0
0.0 0.0 0.0
0.0 0.0 0.0
0.0 0.0 0.1
0.0 0.0 0.0
0.0 0.0 0.0
-0.1 0.0 -0.1
0.0 -0.1 0.0
0.0 0.0 0.0
0.0 0.0 0.0
0.0 0.0 0.0
0.0 0.0 0.0
0.0 0.0 -0.1
0.0 0.0 0.0
0.0 0.0 0.0
0.0 0.0 0.0
0.0 0.0 0.0
0.0 0.0 0.0
0.0 0.0 -0.2
-0.1 0.0 0.3
0.1 -0.1 0.0
0.2 0.0 0.0
-0.2 0.2 -0.1
0.3 0.0 0.0
0.0 0.0 0.0
0.0 0.0 0.0
0.0 0.0 0.0
-0.1 0.0 0.0
0.0 0.0 0.0
0.0 0.0 0.0
0.0 0.0 0.0
0.0 0.0 0.0
0.0 0.0 0.0

The gap between HOMO and LUMO (alpha / beta) is 6.6 / 6.6 eV. The calculation puts the HOMO energy (alpha / beta) at -10.61 / -10.62 eV. For the total energy, the calculation gives -2905.0641 Eh. The value obtained for the energy above the lowest of the compared OMol25 structures with the same formula, charge and spin is 0.494 eV. As for the net charge: +1.